Record 1
Molecular formula: C45H47N5OP2PdSe
Method: DFT, the ωB97M-V functional and the def2-TZVPD basis

Geometry (Å):
H (0.42, -0.57, 3.54)
H (0.89, -0.45, 5.28)
H (1.00, 3.87, 0.81)
C (1.29, -1.51, -1.82)
H (6.42, 0.67, -0.33)
C (3.24, -0.45, -0.12)
C (2.34, -2.04, -2.54)
H (-1.21, -3.62, -2.76)
Se (-1.69, -2.39, 1.62)
H (-3.41, 5.47, 2.35)
C (4.33, 1.88, 2.92)
C (0.06, 1.00, -3.66)
N (0.49, 1.55, -2.43)
H (-0.76, -1.73, -1.18)
C (-1.18, -6.19, 0.39)
H (-5.15, 3.44, -2.33)
H (2.06, 0.92, -4.56)
H (3.35, -1.57, -2.47)
C (3.45, -1.70, 0.47)
N (1.95, 1.88, 3.19)
C (-4.82, 0.48, -0.69)
N (-0.38, 1.02, 4.64)
C (-2.43, 5.16, 1.97)
O (-1.33, 0.91, 2.57)
H (5.38, 0.28, 3.94)
H (-2.08, 1.01, -3.11)
H (1.28, -0.23, -6.63)
H (-1.03, 2.96, -2.36)
C (0.88, -3.82, -3.35)
H (-2.45, 3.03, 4.39)
H (2.93, -3.55, -3.94)
H (-2.80, -0.13, -5.12)
H (2.89, 3.39, 2.20)
C (-0.20, -3.22, -2.67)
C (4.74, -2.11, 0.76)
H (0.74, -5.88, 2.10)
C (-2.30, -5.94, -0.31)
C (0.01, -2.12, -1.84)
C (-2.78, 1.76, -0.63)
C (-0.25, 2.56, -1.71)
C (-3.40, 2.81, -1.27)
C (1.80, 1.19, -1.91)
H (5.18, 2.26, 2.33)
H (-2.91, -6.54, -0.94)
C (3.06, 2.48, 2.78)
C (0.02, 4.27, 1.08)
C (2.01, 0.81, 3.98)
C (0.34, -4.88, 1.89)
C (-1.72, 0.09, -5.03)
P (1.55, -0.11, -0.68)
C (-3.50, 0.61, -0.26)
H (-4.56, -3.65, 0.03)
C (-1.11, 3.46, 0.91)
C (0.98, 0.71, -4.70)
C (4.29, 0.47, -0.26)
C (0.73, 0.11, 4.36)
H (-3.32, -2.82, -0.95)
C (5.60, 0.01, -0.06)
N (-0.85, -5.03, 1.08)
C (4.42, 0.77, 3.77)
H (-0.46, 1.28, 5.62)
H (0.43, 3.43, -1.50)
H (-1.11, -0.70, -6.98)
C (-1.33, 0.75, -3.87)
H (-3.12, 3.13, 1.55)
H (0.74, -4.75, -3.90)
H (2.58, -2.38, 0.58)
H (-4.06, -4.34, -1.55)
P (-1.02, 1.97, -0.12)
H (-2.94, 3.78, -1.35)
C (-2.59, 1.94, 4.37)
H (2.50, 0.88, -2.70)
H (3.31, -0.72, 4.85)
H (-3.48, 1.62, 3.80)
H (-3.03, -0.17, 0.31)
H (-5.38, -0.42, -0.40)
H (1.08, -4.21, 1.42)
H (-6.46, 1.34, -1.82)
C (3.25, 0.22, 4.27)
C (-1.75, -4.06, 0.83)
C (-3.69, -3.81, -0.65)
C (-5.45, 1.47, -1.47)
H (0.75, 6.24, 1.58)
Pd (0.05, 0.23, 0.94)
C (-1.36, 6.05, 1.99)
N (-2.66, -4.60, -0.03)
H (-0.53, -7.03, 0.45)
C (-0.12, 5.57, 1.53)
C (-2.31, 3.86, 1.49)
H (0.06, -4.42, 2.86)
H (2.26, 2.06, -1.39)
H (-2.69, 1.64, 5.43)
C (-4.71, 2.65, -1.75)
C (5.85, -1.26, 0.48)
C (-0.81, -0.24, -6.04)
H (4.91, -3.10, 1.22)
C (2.12, -3.19, -3.32)
C (0.53, 0.07, -5.87)
H (6.89, -1.60, 0.70)
C (-1.37, 1.24, 3.74)
H (4.06, 1.51, -0.52)
H (-1.43, 7.06, 2.45)

For the HOMO-LUMO gap, the calculation gives 5.23 eV. The energy relative to the best compared isomer or geometry (same formula, charge and spin) comes out at 0.000 eV. Its charge is 0.

Results of the Löwdin charge analysis, in e, for atoms 1 through 99:
1. H 0.095
2. H 0.120
3. H 0.084
4. C -0.355
5. H 0.097
6. C -0.387
7. C -0.088
8. H 0.093
9. Se 0.631
10. H 0.101
11. C -0.067
12. C -0.213
13. N -0.202
14. H 0.048
15. C -0.046
16. H 0.092
17. H 0.101
18. H 0.123
19. C -0.119
20. N 0.111
21. C -0.084
22. N 0.068
23. C -0.098
24. O -0.121
25. H 0.105
26. H 0.098
27. H 0.107
28. H 0.084
29. C -0.087
30. H 0.085
31. H 0.094
32. H 0.106
33. H 0.095
34. C -0.081
35. C -0.092
36. H 0.089
37. C -0.032
38. C -0.097
39. C -0.379
40. C -0.292
41. C -0.124
42. C -0.318
43. H 0.106
44. H 0.111
45. C -0.140
46. C -0.108
47. C -0.280
48. C -0.051
49. C -0.097
50. P 0.884
51. C -0.089
52. H 0.098
53. C -0.357
54. C -0.025
55. C -0.112
56. C -0.125
57. H 0.069
58. C -0.107
59. N -0.142
60. C -0.075
61. H 0.149
62. H 0.099
63. H 0.094
64. C -0.021
65. H 0.107
66. H 0.099
67. H 0.096
68. H 0.101
69. P 0.969
70. H 0.106
71. C 0.007
72. H 0.084
73. H 0.115
74. H 0.093
75. H 0.023
76. H 0.099
77. H 0.088
78. H 0.088
79. C -0.030
80. C -0.733
81. C -0.062
82. C -0.072
83. H 0.100
84. Pd 0.131
85. C -0.098
86. N -0.123
87. H 0.115
88. C -0.095
89. C -0.114
90. H 0.073
91. H 0.090
92. H 0.081
93. C -0.069
94. C -0.096
95. C -0.121
96. H 0.100
97. C -0.085
98. C -0.100
99. H 0.104

=====

Record 2
Molecular formula: C45H48Cl2N10O3P2S6Tl
Method: DFT, the ωB97M-V functional and the def2-TZVPD basis

Geometry (Å):
H (-9.33, 3.20, 1.39)
C (-8.45, 2.61, 1.65)
H (6.52, 5.93, -2.27)
C (0.94, -3.27, -4.31)
H (-3.15, -1.60, -0.40)
C (6.99, -1.95, -2.63)
C (-0.86, -4.23, -2.89)
S (2.51, 0.77, -1.64)
H (1.46, -2.35, -4.57)
H (-6.09, -5.30, -2.32)
C (1.17, -5.39, -3.30)
O (-2.03, -1.58, 1.98)
H (-0.89, -2.38, -3.86)
H (7.26, -0.54, 0.44)
N (1.84, -4.17, -3.69)
C (6.71, 3.94, -3.05)
H (5.59, -1.33, -4.15)
H (-5.32, 0.58, 2.59)
H (-7.40, -3.45, -5.02)
H (3.35, -4.22, -2.24)
C (-7.39, -2.68, -4.27)
C (-6.53, -1.59, -4.37)
H (7.74, 4.09, -3.38)
C (4.10, 3.56, -2.19)
C (0.61, -4.70, -1.06)
N (-4.31, 1.36, -2.13)
H (0.84, 3.85, 1.85)
C (-5.07, -5.20, -2.70)
C (1.45, 3.51, 1.02)
H (-7.37, 4.32, 2.36)
C (-5.16, 1.55, -3.28)
H (-4.67, -2.58, -2.15)
S (-6.16, 5.11, 4.54)
H (-2.04, -5.50, 0.85)
N (-0.21, -2.94, -3.36)
C (-6.54, -0.57, -3.41)
C (-3.25, -2.67, -0.53)
H (-8.89, -3.55, -3.04)
C (-2.21, 0.71, -3.36)
H (3.09, 3.38, -1.86)
H (-1.59, -3.97, -2.13)
H (-9.31, 0.75, 1.03)
C (-2.62, -4.88, 0.18)
C (0.27, -2.15, -2.19)
H (4.19, 5.59, -1.51)
S (-3.26, 4.46, 4.23)
H (0.49, -3.73, -5.20)
C (-7.37, -0.61, -2.29)
Tl (-0.51, 0.33, 0.89)
H (0.79, -1.25, -2.54)
C (6.10, 2.72, -3.24)
C (-8.19, -1.71, -2.19)
C (2.55, -3.55, -2.56)
C (6.03, 4.98, -2.43)
C (-4.95, 4.20, 3.89)
Cl (0.38, 3.24, -0.36)
C (5.40, -0.17, -2.37)
H (-3.51, -6.50, -0.90)
C (5.86, 0.06, -1.07)
H (-7.29, -0.56, 1.65)
S (3.58, 0.49, -4.86)
N (-5.05, 3.12, 3.06)
H (-0.20, -4.65, -0.34)
C (-3.45, -5.43, -0.79)
H (8.26, -2.33, -0.94)
S (-1.36, -2.77, 1.47)
C (4.72, 4.79, -2.00)
H (-2.60, -0.15, -3.92)
C (-8.44, 1.24, 1.45)
C (-7.35, 3.26, 2.19)
N (-5.58, -1.27, -5.32)
H (6.62, 1.90, -3.73)
C (-3.62, 1.15, -0.07)
C (5.96, -1.17, -3.14)
H (0.74, -5.86, -4.19)
S (-1.21, 2.60, 2.99)
N (-5.60, 0.31, -3.87)
H (-0.59, -1.86, -1.58)
O (-0.24, -2.43, 0.57)
H (5.40, 0.83, -0.47)
C (6.90, -0.71, -0.57)
C (-4.71, 1.48, -0.81)
C (-3.01, 0.95, -2.13)
H (2.21, 4.23, 0.72)
H (-1.35, -4.68, -3.76)
H (-5.70, 1.80, -0.53)
H (-6.04, 2.12, -2.97)
H (-3.52, 1.16, 1.00)
N (-3.87, 2.49, 2.71)
N (-2.58, 0.82, -0.90)
C (-4.18, -4.61, -1.64)
O (-1.05, -3.80, 2.43)
C (-8.21, -2.72, -3.16)
C (-6.21, 1.14, 2.32)
H (1.33, -5.44, -0.70)
H (1.89, -6.07, -2.85)
Cl (2.26, 2.01, 1.52)
N (-5.05, -0.16, -5.00)
N (0.09, -5.14, -2.35)
C (-2.52, -3.51, 0.31)
H (-7.36, 0.16, -1.53)
P (1.50, -3.04, -1.08)
C (-7.31, 0.51, 1.79)
H (3.03, -2.64, -2.94)
H (-2.23, 1.57, -4.02)
H (7.43, -2.73, -3.23)
H (-5.11, -4.56, -3.58)
C (7.46, -1.72, -1.34)
C (-6.22, 2.52, 2.54)
C (-2.82, 3.04, 3.21)
H (-4.73, -6.19, -2.99)
H (-8.85, -1.80, -1.33)
H (-1.17, 0.53, -3.06)
C (-4.08, -3.22, -1.50)
P (4.00, 0.87, -2.96)
C (4.79, 2.52, -2.80)
H (-4.62, 2.09, -4.06)

For the HOMO-LUMO gap, the calculation gives 6.41 eV. Its charge is -1.

Results of the Löwdin charge analysis, in e, for atoms 1 through 99:
1. H 0.100
2. C -0.090
3. H 0.093
4. C -0.116
5. H 0.092
6. C -0.100
7. C -0.115
8. S 0.144
9. H 0.132
10. H 0.081
11. C -0.184
12. O -0.427
13. H 0.172
14. H 0.098
15. N -0.152
16. C -0.094
17. H 0.060
18. H 0.114
19. H 0.113
20. H 0.088
21. C -0.030
22. C -0.245
23. H 0.096
24. C -0.112
25. C -0.293
26. N -0.016
27. H -0.039
28. C -0.049
29. C -0.996
30. H 0.058
31. C -0.067
32. H 0.103
33. S 0.533
34. H 0.117
35. N -0.055
36. C -0.172
37. C -0.052
38. H 0.103
39. C 0.009
40. H 0.044
41. H 0.105
42. H 0.093
43. C -0.069
44. C -0.277
45. H 0.096
46. S 0.938
47. H 0.139
48. C -0.001
49. Tl 0.736
50. H 0.034
51. C -0.093
52. C -0.073
53. C -0.308
54. C -0.107
55. C -1.117
56. Cl 0.455
57. C -0.397
58. H 0.114
59. C -0.100
60. H 0.103
61. S 0.063
62. N -0.148
63. H 0.049
64. C -0.041
65. H 0.093
66. S 0.407
67. C -0.092
68. H 0.061
69. C -0.116
70. C -0.050
71. N 0.067
72. H 0.107
73. C -0.135
74. C -0.123
75. H 0.129
76. S 0.463
77. N -0.049
78. H 0.067
79. O -0.589
80. H 0.100
81. C -0.088
82. C -0.042
83. C -0.346
84. H 0.022
85. H 0.145
86. H 0.109
87. H 0.145
88. H 0.063
89. N -0.033
90. N 0.028
91. C -0.286
92. O -0.300
93. C -0.089
94. C -0.029
95. H 0.095
96. H 0.130
97. Cl 0.453
98. N 0.052
99. N -0.137

=====

Record 3
Molecular formula: C45H48CsN5O2P2S2
Method: DFT, the ωB97M-V functional and the def2-TZVPD basis

Geometry (Å):
S (0.51, -1.44, 4.32)
H (-4.43, 3.43, -0.73)
H (1.96, 5.80, 0.51)
H (-3.03, 2.32, 4.95)
C (2.12, 0.57, 6.00)
P (0.76, -0.66, 6.12)
H (-2.23, 4.52, -4.26)
N (-3.92, 1.38, 0.49)
H (1.45, 6.39, -1.07)
H (2.42, 2.39, 3.66)
C (1.66, 2.24, 2.89)
C (-2.25, 1.34, 8.10)
C (-2.41, -1.40, -2.29)
C (-2.49, 1.83, 5.76)
H (-4.11, 4.92, -2.70)
N (-2.94, 0.03, 2.21)
H (-4.95, -2.06, -0.13)
H (3.07, -1.44, -2.51)
C (-4.03, 0.47, 1.60)
H (-2.60, 4.18, 3.26)
H (3.11, 3.64, 7.07)
H (5.19, 0.84, 4.58)
O (2.65, 0.24, 0.25)
N (-0.23, -1.11, -3.32)
C (-3.61, 3.28, -1.42)
H (-6.19, -0.73, -1.80)
C (0.64, 4.44, -0.56)
C (-1.00, -1.74, -2.52)
H (-4.40, -1.96, 4.48)
P (0.13, 3.30, 0.81)
H (-2.59, -0.28, -4.09)
C (2.10, -0.93, -2.50)
C (-3.09, -0.83, 3.21)
H (-0.21, 4.49, -1.25)
H (-2.59, 1.45, 9.12)
H (-1.06, 0.90, 4.46)
C (6.26, 0.15, 0.42)
C (4.32, 1.11, 5.18)
N (-2.84, 1.33, -0.10)
C (-5.12, -0.91, -1.93)
H (-6.45, -1.08, 3.35)
C (1.54, 3.48, 2.00)
H (7.65, 0.80, -1.10)
C (-1.18, 4.32, 1.61)
C (-3.43, 4.10, -2.52)
H (-2.17, -1.18, 3.69)
H (-5.01, 0.21, -3.79)
C (3.25, 0.24, 5.26)
H (4.67, -0.39, 1.77)
C (2.08, 1.80, 6.66)
H (1.71, -1.05, -1.48)
H (7.04, -0.10, 1.14)
H (-0.99, 1.17, -1.91)
H (-0.99, 3.59, 3.65)
C (-4.33, -1.27, 3.66)
H (-3.80, 2.60, 7.28)
H (1.42, 4.39, 2.59)
H (3.34, 2.14, -2.83)
H (1.46, -1.49, -4.47)
H (-6.15, 0.54, 1.44)
H (1.43, 3.91, -1.10)
C (3.23, 1.13, -2.41)
H (-0.81, 5.32, 1.86)
C (-1.49, 2.82, -3.18)
C (-3.03, -1.89, -1.09)
C (-2.72, 2.23, -1.20)
C (4.94, -0.02, 0.78)
C (-3.13, -0.65, -3.22)
C (1.13, -1.63, -3.44)
C (6.61, 0.65, -0.83)
C (1.12, 5.84, -0.18)
H (5.11, 3.03, 5.75)
H (5.85, 1.36, -2.70)
C (-4.47, -0.38, -3.06)
O (-2.38, -2.47, -0.17)
H (1.17, -2.71, -3.22)
H (1.96, 1.38, 2.28)
C (4.26, 0.75, -1.41)
C (-5.46, -0.77, 3.03)
H (3.26, -0.70, 4.72)
H (-0.67, 2.63, -3.85)
H (2.45, 3.58, 1.40)
H (-1.97, 4.44, 0.86)
C (-5.31, 0.12, 1.98)
H (1.21, 2.07, 7.24)
C (5.60, 0.96, -1.72)
C (-2.37, 3.87, -3.40)
C (-1.74, 3.64, 2.86)
H (-2.05, 2.61, 2.64)
H (0.72, 2.00, 3.39)
C (4.28, 2.33, 5.83)
C (-2.93, 1.99, 7.07)
C (-4.45, -1.66, -1.00)
H (-0.65, -2.60, -1.94)
C (-0.70, 0.40, 6.50)
C (-1.67, 2.00, -2.07)
N (2.25, 0.47, -2.87)
H (0.32, 6.42, 0.29)
C (-1.38, 1.05, 5.48)
C (3.87, 0.30, -0.11)
H (-0.61, 0.03, 8.60)
C (-1.14, 0.55, 7.81)
S (1.15, -1.82, 7.69)
C (3.15, 2.68, 6.57)
Cs (-0.10, -0.35, 0.56)

For the HOMO-LUMO gap, the calculation gives 5.68 eV. The energy relative to the best compared isomer or geometry (same formula, charge and spin) comes out at 0.373 eV. Its charge is -2.

Results of the Löwdin charge analysis, in e, for atoms 1 through 99:
1. S 0.162
2. H 0.100
3. H 0.057
4. H 0.087
5. C -0.387
6. P -0.053
7. H 0.093
8. N 0.099
9. H 0.061
10. H 0.054
11. C -0.158
12. C -0.104
13. C -0.188
14. C -0.089
15. H 0.092
16. N 0.106
17. H 0.094
18. H 0.124
19. C -0.329
20. H 0.067
21. H 0.091
22. H 0.098
23. O -0.295
24. N 0.037
25. C -0.040
26. H 0.085
27. C -0.414
28. C -0.193
29. H 0.104
30. P 0.938
31. H 0.102
32. C -0.246
33. C -0.129
34. H 0.054
35. H 0.090
36. H 0.056
37. C -0.136
38. C -0.098
39. N 0.070
40. C -0.136
41. H 0.099
42. C -0.403
43. H 0.071
44. C -0.420
45. C -0.095
46. H 0.046
47. H 0.076
48. C -0.121
49. H 0.098
50. C -0.090
51. H 0.038
52. H 0.085
53. H 0.070
54. H 0.063
55. C -0.046
56. H 0.090
57. H 0.076
58. H 0.102
59. H 0.097
60. H 0.106
61. H 0.070
62. C -0.155
63. H 0.064
64. C -0.072
65. C -0.476
66. C -0.267
67. C -0.031
68. C -0.088
69. C -0.248
70. C -0.155
71. C -0.161
72. H 0.091
73. H 0.097
74. C -0.142
75. O -0.170
76. H 0.102
77. H 0.036
78. C -0.169
79. C -0.073
80. H 0.083
81. H 0.113
82. H 0.078
83. H 0.064
84. C -0.030
85. H 0.098
86. C -0.093
87. C -0.098
88. C -0.173
89. H 0.042
90. H 0.044
91. C -0.117
92. C -0.106
93. C -0.060
94. H 0.121
95. C -0.381
96. C -0.053
97. N 0.058
98. H 0.054
99. C -0.117

=====

Calculated E_LUMO, 0.02164, 0.05131, 0.12795 Eh (same order as the records).
Calculated max |F|, 2.0, 1.2, 0.5 eV/Å (same order as the records).